Entry 1:
Computed, not measured: 2 unconnected molecules or ions with the total composition C4H8O3, with wB97M-V/def2-TZVPD.

Structure (ORCA input):
```
! RIJCOSX wB97M-V def2-TZVPD def2/J DEFGRID3
* xyz 0 1
C -0.31 2.79 -0.63
C 0.62 -0.48 -0.65
O 1.25 -1.52 -1.18
C -0.18 -0.37 0.43
O -0.63 -1.33 1.37
C -0.33 -2.62 1.39
O 0.39 -3.23 0.63
H 0.56 2.59 0.00
H -0.98 3.47 -0.10
H 0.01 3.22 -1.58
H 0.81 0.44 -1.21
H 1.04 -2.30 -0.62
H -0.85 1.86 -0.83
H -0.54 0.59 0.75
H -0.84 -3.10 2.23
*
```

The calculation puts the relative energy (zero: lowest compared OMol25 entry of this formula, charge and spin) at 44.3 kcal per mole. As for the structure (SMILES): O=CO/C=C\O.C. The value obtained for the HOMO energy is -8.91 eV.

***

Entry 2:
Computed, not measured: a molecular structure, C29H82CoN10O16, with wB97M-V/def2-TZVPD.

Structure (ORCA input):
```
! RIJCOSX wB97M-V def2-TZVPD def2/J DEFGRID3
* xyz 0 4
Co 0.81 -2.06 -4.26
O 1.36 -2.40 -2.12
C 0.77 -1.28 -1.44
C 0.51 0.04 -2.25
O 0.25 -0.05 -3.67
H 1.28 -1.08 -0.50
H -0.22 -1.63 -1.12
H 1.37 0.69 -2.10
H -0.27 0.67 -1.82
C 3.79 5.06 -1.48
O 4.21 3.73 -1.28
C 4.34 2.93 -2.46
C 4.10 1.49 -2.09
N 5.11 0.80 -1.32
C 6.30 0.61 -2.10
C 7.48 -0.05 -1.28
O 8.08 0.68 -0.25
C 8.96 1.72 -0.59
H 2.72 5.09 -1.69
H 4.31 5.57 -2.30
H 4.02 5.51 -0.51
H 5.30 3.15 -2.93
H 3.60 3.25 -3.20
H 3.79 0.99 -3.01
H 3.27 1.45 -1.39
H 4.74 -0.14 -1.32
H 6.66 1.54 -2.55
H 6.11 -0.13 -2.88
H 8.24 -0.40 -1.97
H 7.12 -0.98 -0.84
H 8.41 2.60 -0.93
H 9.54 1.43 -1.47
H 9.58 2.02 0.25
C -4.69 0.84 1.69
O -4.41 0.63 0.31
C -3.00 0.86 0.03
C -2.77 2.35 -0.36
N -3.37 2.62 -1.68
C -3.07 3.97 -2.12
C -3.83 4.30 -3.37
O -3.42 5.63 -3.77
C -4.25 6.38 -4.72
H -5.75 0.67 1.89
H -4.43 1.84 2.05
H -4.10 0.19 2.34
H -2.66 0.29 -0.83
H -2.33 0.74 0.88
H -1.71 2.56 -0.47
H -3.27 3.02 0.34
H -4.36 2.67 -1.53
H -2.03 4.13 -2.38
H -3.32 4.66 -1.31
H -4.90 4.18 -3.23
H -3.48 3.60 -4.14
H -3.80 7.33 -5.02
H -5.19 6.69 -4.26
H -4.42 5.69 -5.55
C -4.54 -1.48 8.71
O -4.50 -1.68 7.36
C -5.80 -1.79 6.62
C -5.73 -2.17 5.13
N -4.96 -3.48 4.96
C -5.13 -4.09 3.64
C -4.78 -3.20 2.37
O -3.36 -3.14 2.33
C -2.84 -2.64 1.07
H -3.59 -1.20 9.17
H -5.13 -2.24 9.22
H -5.07 -0.53 8.79
H -6.40 -0.89 6.77
H -6.38 -2.55 7.15
H -5.16 -1.41 4.61
H -6.70 -2.36 4.67
H -4.00 -3.22 4.84
H -6.16 -4.42 3.50
H -4.52 -4.98 3.46
H -5.34 -2.27 2.33
H -5.14 -3.66 1.45
H -1.77 -2.48 1.05
H -2.97 -1.57 0.97
H -2.99 -3.23 0.16
C 1.45 0.28 6.54
O 1.00 0.06 5.23
C 2.03 -0.46 4.39
C 1.65 -0.04 2.91
N 1.69 1.37 2.70
C 1.79 1.79 1.29
C 2.22 3.31 1.07
O 1.23 4.18 1.61
C 1.71 5.52 1.75
H 1.67 -0.66 7.05
H 0.72 0.83 7.15
H 2.35 0.88 6.49
H 2.14 -1.52 4.59
H 2.98 0.06 4.56
H 0.71 -0.49 2.62
H 2.40 -0.53 2.29
H 0.79 1.72 3.01
H 0.91 1.55 0.69
H 2.61 1.22 0.87
H 2.19 3.41 -0.01
H 3.20 3.50 1.51
H 2.70 5.59 2.21
H 1.19 6.30 2.30
H 1.84 5.92 0.74
C -2.27 -2.87 -3.58
O -1.12 -2.86 -3.94
N -2.65 -2.80 -2.31
N -3.28 -3.09 -4.36
H -1.87 -2.64 -1.68
H -3.61 -2.81 -2.00
H -4.22 -3.02 -3.99
H -3.10 -2.88 -5.33
C 1.25 -5.35 -4.30
O 1.61 -4.21 -4.50
N 0.72 -5.80 -3.23
N 1.22 -6.20 -5.24
H 0.51 -5.16 -2.48
H 0.49 -6.78 -3.26
H 0.87 -7.12 -5.05
H 1.38 -5.94 -6.20
C 2.40 -4.17 1.11
O 2.45 -4.61 2.20
N 1.70 -4.62 0.14
N 3.12 -3.13 0.71
H 1.08 -5.37 0.40
H 1.58 -4.04 -0.68
H 3.58 -2.55 1.40
H 2.62 -2.72 -0.07
O -2.32 1.28 -3.96
H -2.59 1.55 -3.09
H -1.54 0.74 -3.81
O 4.45 -2.05 -1.84
H 3.49 -2.07 -1.84
H 4.70 -2.98 -1.88
O 0.99 1.54 -5.93
H 0.87 0.94 -5.19
H 0.16 2.00 -6.01
*
```

The calculation puts the relative energy (zero: lowest compared OMol25 entry of this formula, charge and spin) at 96.5 kcal per mole. The value obtained for the HOMO energy (alpha / beta) is -8.27 / -8.27 eV.

***

Entry 3:
Computed, not measured: a molecular structure, C6H14O4Pt, with wB97M-V/def2-TZVPD.

Structure (ORCA input):
```
! RIJCOSX wB97M-V def2-TZVPD def2/J DEFGRID3
* xyz -1 4
C -2.50 -1.31 2.12
O -1.67 -0.20 1.97
C -0.38 -0.36 2.58
C 0.52 0.75 2.10
O 1.23 0.34 0.90
C 0.50 0.59 -0.45
C 0.55 -0.68 -1.26
O 0.10 -1.76 -0.44
C -0.18 -2.96 -1.14
Pt 0.84 -1.67 1.43
H -3.45 -1.11 1.62
H -2.05 -2.21 1.65
H -2.70 -1.54 3.18
H -0.50 -0.30 3.68
H 1.29 0.97 2.86
H -0.01 1.69 1.88
H 1.20 1.31 -0.91
H -0.55 0.75 -0.15
H 1.57 -0.89 -1.62
H -0.11 -0.59 -2.14
H -0.47 -3.71 -0.40
H -1.00 -2.79 -1.85
H 0.72 -3.31 -1.68
O -0.48 1.79 -2.35
H -1.43 1.65 -2.39
*
```

The value obtained for the HOMO energy (alpha / beta) is -1.85 / -3.27 eV.

***

Calculated values (Eh/bohr) of largest force on an atom for the records, taken in order: 0.0088, 0.1347, 0.0904.
Calculated values (eV) of energy for the records, taken in order: -10419.0806, -116682.8530, -17878.1701.